1.
{
  "formula": "C29H56AsAuN4O5Si2Te",
  "method": "the ωB97M-V functional and the def2-TZVPD basis",
  "total_energy_ev": -134748.1476,
  "homo_lumo_gap_ev": [8.131, 6.054],
  "spin_multiplicity": 3,
  "total_charge": 2,
  "relative_energy_ev": 0.026,
  "s_squared": 2.01,
  "lumo_energy_ev": [-5.0652, -7.8356],
  "species": ["Au", "C", "C", "C", "C", "C", "C", "O", "N", "C", "O", "N", "C", "O", "H", "H", "H", "H", "H", "H", "H", "H", "H", "H", "H", "C", "C", "N", "C", "C", "C", "O", "C", "C", "C", "C", "N", "C", "H", "H", "H", "H", "H", "H", "H", "H", "H", "H", "H", "H", "H", "H", "C", "As", "C", "C", "O", "H", "H", "H", "H", "H", "H", "H", "H", "H", "C", "Si", "C", "C", "C", "Te", "C", "Si", "C", "C", "C", "H", "H", "H", "H", "H", "H", "H", "H", "H", "H", "H", "H", "H", "H", "H", "H", "H", "H", "H", "H", "H", "H"],
  "positions_angstrom": [[-0.8584, -1.6634, -0.9913], [-3.2326, -3.7275, 3.5168], [-1.7592, -4.0729, 3.6945], [-0.7964, -2.9629, 3.2148], [0.6594, -3.3591, 3.5271], [1.6735, -2.2946, 3.1149], [-1.1298, -1.7041, 3.9946], [-1.0024, -1.6275, 5.1854], [-1.6156, -0.6164, 3.2715], [-1.7103, -0.5302, 1.9091], [-2.1084, 0.5073, 1.3805], [-1.3183, -1.6141, 1.1814], [-0.9299, -2.8119, 1.7063], [-0.6708, -3.7445, 0.9602], [-3.8554, -4.5803, 3.7818], [-3.4521, -3.4574, 2.4819], [-3.5295, -2.8947, 4.1563], [-1.5061, -4.9823, 3.1493], [-1.5481, -4.2404, 4.7507], [0.8626, -4.3030, 3.0213], [0.7207, -3.5291, 4.6018], [1.6136, -2.0705, 2.0453], [2.6857, -2.6357, 3.3274], [1.5202, -1.3655, 3.6672], [-1.8906, 0.1982, 3.8058], [7.0459, -0.1271, -1.7643], [5.6731, 0.3004, -2.2665], [4.9810, 1.2044, -1.3484], [5.5219, 2.5644, -1.2052], [6.2039, 2.7951, 0.1362], [3.8534, 0.9277, -0.6794], [3.2278, 1.7554, -0.0239], [3.2671, -0.4650, -0.7228], [3.9482, -1.6377, -0.4257], [3.2422, -2.8301, -0.3489], [1.8770, -2.8239, -0.5425], [1.2151, -1.6826, -0.8063], [1.8991, -0.5361, -0.8960], [7.5089, -0.8059, -2.4799], [6.9809, -0.6316, -0.7993], [7.7056, 0.7324, -1.6501], [5.0427, -0.5662, -2.4546], [5.7826, 0.8218, -3.2197], [4.6971, 3.2669, -1.3266], [6.2229, 2.7144, -2.0252], [5.4937, 2.6644, 0.9507], [6.5910, 3.8126, 0.1789], [7.0372, 2.1075, 0.2799], [5.0147, -1.6223, -0.2440], [3.7423, -3.7605, -0.1218], [1.2850, -3.7220, -0.4585], [1.3398, 0.3680, -1.0925], [-5.0776, -2.8046, -0.2159], [-3.8269, -2.9134, -1.6586], [-4.7869, -2.8248, -3.3098], [-2.8316, -4.5437, -1.5527], [-2.7940, -1.5606, -1.6397], [-5.9607, -3.3933, -0.4606], [-5.3526, -1.7597, -0.0818], [-4.6254, -3.1881, 0.6941], [-5.4402, -3.6920, -3.3943], [-4.0761, -2.8130, -4.1336], [-5.3810, -1.9129, -3.3230], [-3.5243, -5.3847, -1.5663], [-2.2597, -4.5471, -0.6235], [-2.1609, -4.6086, -2.4082], [1.4448, 4.1125, 0.1121], [0.3944, 3.4565, 1.5118], [0.9853, 1.7867, 2.1421], [0.2612, 4.6898, 2.9020], [-1.3502, 3.1923, 0.7628], [-1.2784, 1.6210, -0.6491], [-3.2009, 1.8494, -1.4531], [-3.1373, 2.9456, -3.0351], [-2.2376, 4.5414, -2.6607], [-2.1714, 1.9369, -4.2853], [-4.9020, 3.2545, -3.5408], [2.4982, 4.1300, 0.3942], [1.1428, 5.1282, -0.1517], [1.3691, 3.4866, -0.7824], [2.0687, 1.7974, 2.2677], [0.7571, 0.9710, 1.4469], [0.5268, 1.5488, 3.1044], [1.2548, 4.8781, 3.3141], [-0.3758, 4.3292, 3.7106], [-0.1382, 5.6411, 2.5466], [-1.6892, 4.0719, 0.2116], [-2.1101, 2.8964, 1.4873], [-3.8262, 2.2706, -0.6661], [-3.5547, 0.8507, -1.7144], [-1.2073, 4.3751, -2.3327], [-2.7520, 5.1314, -1.8990], [-2.1912, 5.1525, -3.5644], [-1.2066, 1.6234, -3.8756], [-1.9679, 2.5125, -5.1895], [-2.7200, 1.0399, -4.5811], [-5.4579, 3.7542, -2.7457], [-5.4226, 2.3286, -3.7908], [-4.9296, 3.9004, -4.4208]],
  "forces_ev_per_angstrom": [[-0.1, 0.1, 0.1], [0.1, 0.0, 0.1], [0.0, 0.0, 0.0], [-0.1, -0.1, 0.0], [0.1, 0.1, 0.0], [-0.1, -0.1, 0.0], [0.1, -0.1, 0.1], [-0.1, 0.0, 0.0], [-0.2, 0.1, -0.2], [0.5, -0.5, 0.1], [-0.5, 0.0, 0.5], [0.1, 0.0, -0.5], [0.0, -0.1, 0.3], [0.0, 0.1, 0.0], [0.0, 0.0, 0.0], [0.0, 0.0, -0.1], [0.0, 0.0, 0.0], [0.0, 0.0, 0.0], [0.0, 0.0, 0.0], [0.0, 0.0, 0.0], [0.0, 0.0, 0.0], [0.0, 0.0, 0.0], [0.0, 0.0, 0.0], [0.0, 0.0, 0.0], [0.0, 0.0, 0.0], [-0.1, 0.0, 0.0], [0.1, 0.0, 0.0], [0.0, 0.0, 0.1], [0.0, 0.0, 0.1], [0.0, 0.0, -0.1], [0.0, 0.0, -0.2], [0.1, -0.1, -0.1], [0.1, -0.1, 0.1], [0.0, 0.0, -0.1], [0.0, 0.0, 0.0], [0.0, 0.0, 0.0], [-0.1, -0.1, 0.1], [-0.1, 0.1, 0.0], [0.0, 0.0, 0.0], [0.0, 0.0, 0.0], [0.0, 0.0, 0.0], [0.0, 0.0, 0.0], [-0.1, 0.0, 0.0], [0.0, 0.0, 0.0], [0.0, 0.0, 0.0], [0.0, 0.0, 0.0], [0.0, 0.0, 0.0], [0.0, 0.0, 0.0], [0.0, 0.0, 0.0], [0.0, 0.0, 0.0], [0.0, 0.0, 0.0], [0.0, 0.0, 0.0], [0.1, 0.1, 0.0], [-0.3, -0.3, -0.1], [0.1, 0.0, 0.1], [0.0, 0.1, 0.1], [0.3, 0.0, 0.2], [0.0, 0.0, 0.0], [0.0, 0.0, 0.0], [0.0, 0.0, 0.0], [0.0, 0.0, 0.0], [0.0, 0.0, 0.0], [0.0, 0.0, 0.0], [0.0, 0.0, 0.0], [0.0, 0.0, 0.0], [0.0, 0.0, 0.0], [-0.1, 0.0, 0.0], [0.0, 0.1, 0.0], [-0.1, 0.1, 0.0], [0.0, -0.1, -0.1], [0.2, 0.0, 0.0], [0.0, 0.7, -0.4], [0.0, 0.1, -0.2], [0.0, -0.1, 0.0], [-0.1, -0.1, 0.0], [-0.1, 0.0, 0.1], [0.1, 0.0, 0.0], [0.0, 0.0, 0.0], [-0.1, 0.0, 0.0], [0.1, 0.0, 0.0], [0.0, 0.0, 0.0], [0.1, 0.0, 0.0], [0.0, 0.0, 0.0], [0.0, 0.0, 0.0], [0.0, 0.0, 0.0], [0.0, 0.0, 0.0], [0.0, 0.0, 0.0], [0.0, 0.0, -0.1], [0.0, 0.0, 0.0], [0.0, 0.0, 0.1], [0.0, 0.0, 0.0], [0.0, 0.0, 0.0], [0.0, 0.0, 0.0], [0.0, 0.0, 0.0], [0.0, 0.0, 0.0], [0.0, 0.0, 0.0], [0.0, 0.0, 0.0], [0.0, 0.0, 0.0], [0.0, 0.0, 0.0]]
}

***

2.
{
  "formula": "C18H18Cl2N4O2",
  "method": "the ωB97M-V functional and the def2-TZVPD basis",
  "total_energy_ev": -54055.1186,
  "homo_lumo_gap_ev": 8.699,
  "smiles": "COc1ccc2c(c1)CN(C(=O)N(C)C)N=C2Cc1c(Cl)cncc1Cl",
  "relative_energy_ev": 2.186,
  "lumo_energy_ev": 0.3598,
  "species": ["C", "O", "C", "C", "C", "C", "C", "C", "C", "N", "C", "O", "N", "C", "C", "N", "C", "C", "C", "C", "Cl", "C", "N", "C", "C", "Cl", "H", "H", "H", "H", "H", "H", "H", "H", "H", "H", "H", "H", "H", "H", "H", "H", "H", "H"],
  "positions_angstrom": [[4.4146, -3.8855, -2.2142], [4.4579, -3.5914, -0.8247], [3.5398, -2.6447, -0.3406], [2.6046, -3.0893, 0.6039], [1.6334, -2.3373, 1.2297], [1.5569, -0.9848, 0.7625], [2.3611, -0.5078, -0.2583], [3.4262, -1.3205, -0.7378], [2.2185, 0.9586, -0.6723], [0.8169, 1.5041, -0.4178], [0.2313, 2.3723, -1.2819], [0.4202, 2.2630, -2.5028], [-0.6289, 3.3984, -0.9337], [-1.7891, 3.8058, -1.7746], [-0.4483, 4.2181, 0.2824], [0.2224, 1.1478, 0.7129], [0.4539, -0.0276, 1.2184], [-0.4588, -0.4846, 2.3525], [-1.3370, 0.6479, 3.0258], [-0.7867, 1.4480, 4.0476], [0.8264, 1.0922, 4.7953], [-1.4693, 2.5250, 4.5267], [-2.6357, 2.8530, 4.0016], [-3.1819, 2.1127, 3.0482], [-2.7179, 0.9074, 2.7597], [-3.6257, -0.0368, 1.6509], [3.7398, -3.2494, -2.8401], [5.4577, -3.9036, -2.7128], [4.1247, -4.9218, -2.2905], [2.6693, -4.1835, 0.8975], [1.1000, -2.8861, 1.8888], [4.1635, -1.0008, -1.3820], [3.0195, 1.5743, -0.2171], [2.2244, 0.9349, -1.7716], [-2.3480, 4.6519, -1.2983], [-1.4642, 4.2956, -2.7005], [-2.2600, 2.8302, -2.0803], [-1.2179, 4.0649, 1.0148], [0.5465, 3.9919, 0.7514], [-0.4293, 5.3064, -0.0242], [-1.0042, -1.2750, 1.8056], [0.1522, -0.8801, 3.1372], [-1.1216, 3.1347, 5.3214], [-4.1730, 2.4556, 2.7253]],
  "forces_ev_per_angstrom": [[1.3, -0.1, -1.5], [-0.6, 1.7, 0.4], [-0.9, -0.4, 0.2], [0.6, -2.7, 0.7], [3.0, 2.4, -3.7], [-2.5, 0.2, 0.7], [1.1, -0.2, 0.7], [-1.4, -0.7, 1.0], [-1.4, -0.5, -1.4], [3.4, -0.9, 0.7], [-1.4, 2.0, -3.6], [0.4, -0.8, 0.7], [-0.3, 0.6, 2.3], [1.3, -0.6, -0.7], [1.5, 0.2, -0.8], [-1.5, -1.7, 1.6], [0.8, 1.3, 0.2], [-0.8, 1.2, -0.4], [0.4, -1.3, 0.1], [1.4, -1.5, -0.6], [-1.2, 0.3, -0.9], [-1.1, 0.1, -0.4], [0.1, 1.3, 0.1], [-2.3, 2.2, 2.2], [3.2, -1.9, -2.2], [0.0, -0.6, -0.3], [0.5, -0.3, 0.8], [-1.4, 0.6, 1.1], [-0.5, -0.3, -0.2], [0.0, 1.4, -0.4], [-2.2, -0.7, 2.2], [1.2, 1.2, -1.6], [-0.6, -0.1, -0.3], [0.7, 0.5, 0.3], [0.0, -1.6, 0.2], [0.3, -0.3, -0.1], [-0.4, 1.4, 0.4], [-0.5, -0.1, 0.4], [-0.9, 0.1, -0.4], [0.0, -1.1, 0.4], [-0.4, 0.2, 1.0], [0.2, -0.6, 0.4], [0.5, 0.4, 0.6], [0.5, -0.2, -0.2]]
}

***

3.
{
  "formula": "C49H53Cl4HfN6O2P",
  "method": "the ωB97M-V functional and the def2-TZVPD basis",
  "total_energy_ev": -125399.8907,
  "homo_lumo_gap_ev": 4.750,
  "total_charge": -2,
  "lumo_energy_ev": 4.0117,
  "species": ["Hf", "C", "C", "C", "C", "C", "C", "N", "C", "C", "C", "C", "C", "C", "N", "N", "C", "C", "C", "C", "C", "N", "H", "H", "H", "H", "H", "H", "H", "H", "H", "H", "H", "H", "H", "Cl", "C", "C", "Cl", "C", "Cl", "C", "O", "C", "O", "C", "Cl", "C", "C", "C", "P", "C", "C", "C", "C", "C", "C", "C", "C", "C", "C", "N", "C", "C", "C", "C", "C", "C", "C", "C", "C", "H", "H", "H", "H", "H", "H", "H", "H", "H", "H", "H", "H", "H", "H", "H", "H", "H", "H", "H", "H", "H", "H", "H", "H", "H", "H", "H", "H", "H", "H", "H", "C", "C", "C", "C", "N", "H", "H", "H", "H", "H", "H", "H", "H", "H"],
  "positions_angstrom": [[12.4945, 11.6493, 10.3396], [16.8116, 14.1385, 7.1141], [15.6937, 13.5242, 6.5073], [14.9583, 12.5983, 7.2919], [15.3358, 12.2305, 8.6159], [16.4639, 12.8203, 9.1047], [17.2103, 13.7309, 8.3546], [14.5458, 11.3498, 9.4384], [14.9858, 10.0627, 9.4117], [16.2665, 9.7113, 8.9889], [16.7286, 8.3653, 9.0116], [15.8273, 7.4096, 9.4993], [14.5653, 7.8046, 9.8886], [14.1183, 9.1168, 9.8408], [12.8515, 9.5702, 10.1495], [11.9550, 8.5612, 10.3332], [10.7186, 9.0010, 10.1242], [9.5697, 8.0824, 10.1585], [8.3084, 8.5178, 9.9554], [8.1922, 9.9075, 9.7172], [9.2554, 10.7591, 9.6498], [10.5410, 10.3576, 9.8363], [17.4627, 14.8071, 6.5476], [15.3943, 13.7153, 5.5027], [14.1089, 12.1123, 6.7963], [16.7782, 12.6103, 10.1122], [18.1392, 14.1086, 8.7564], [16.9072, 10.4606, 8.5788], [17.7205, 8.2171, 8.5951], [16.1184, 6.3768, 9.5396], [13.9295, 6.9391, 10.1604], [9.8118, 7.0510, 10.4108], [7.4474, 7.8666, 10.0746], [7.2377, 10.3538, 9.5988], [9.1011, 11.8147, 9.5152], [8.5966, 17.1376, 8.7060], [9.5369, 15.6231, 8.5424], [10.2870, 15.4527, 7.4336], [10.1814, 16.6261, 6.1983], [11.1902, 14.3689, 7.2775], [12.4249, 14.4033, 6.0428], [11.3634, 13.5096, 8.3406], [12.1990, 12.4889, 8.4137], [10.5434, 13.7054, 9.5609], [10.8160, 12.9342, 10.5369], [9.6249, 14.7385, 9.6085], [8.6485, 14.8776, 11.0655], [15.3581, 13.2708, 15.1975], [14.0906, 12.3538, 15.1884], [14.0972, 11.7444, 16.5740], [13.9283, 11.3528, 13.6570], [14.9420, 9.8529, 14.0996], [14.4085, 8.9155, 15.1602], [15.2238, 9.0374, 12.8695], [15.0335, 12.2610, 12.5014], [16.4082, 12.1448, 12.6773], [17.3418, 13.1573, 12.4558], [18.8669, 12.9188, 12.5832], [16.8195, 14.4215, 12.1715], [15.4681, 14.6077, 12.0256], [14.5314, 13.5076, 11.9715], [13.3434, 13.6100, 11.4082], [12.7936, 14.9378, 11.2797], [13.0853, 15.8313, 10.1985], [13.8932, 15.3863, 9.0312], [12.6162, 17.1140, 10.2860], [11.8493, 17.5920, 11.3038], [11.4650, 19.0494, 11.4034], [11.4099, 16.6573, 12.2289], [11.9243, 15.3662, 12.3019], [11.5250, 14.5980, 13.5030], [15.3550, 13.8525, 16.1242], [15.4488, 13.9382, 14.3510], [16.2347, 12.5892, 15.1350], [13.2505, 13.0623, 15.0061], [15.0201, 11.1141, 16.6993], [13.2765, 11.1107, 16.9211], [14.0161, 12.5367, 17.2952], [15.8609, 10.3162, 14.4130], [13.5919, 8.3384, 14.7648], [14.1102, 9.3503, 16.1224], [15.2384, 8.1403, 15.4186], [14.3366, 8.7615, 12.3574], [15.7307, 8.1078, 13.1319], [15.8009, 9.6325, 12.1633], [16.7989, 11.1562, 12.9059], [18.9981, 11.8970, 13.0186], [19.2832, 13.5698, 13.2949], [19.3743, 13.0456, 11.5863], [17.5321, 15.2119, 12.0585], [15.1389, 15.5764, 11.7387], [13.7042, 14.3770, 8.7062], [13.6631, 15.9968, 8.1829], [14.9890, 15.4044, 9.2667], [12.9009, 17.8686, 9.5164], [11.7833, 19.6778, 10.5634], [11.8219, 19.4729, 12.3173], [10.3344, 19.1360, 11.4580], [10.6004, 16.9346, 12.8663], [12.0355, 15.0039, 14.4135], [11.8743, 13.5509, 13.4315], [10.4671, 14.6648, 13.6297], [10.0160, 11.2614, 12.9713], [11.2330, 10.7177, 13.7040], [11.1784, 9.1396, 13.7881], [11.1277, 11.1410, 15.1751], [12.5065, 11.1816, 12.9966], [9.0931, 11.0086, 13.5046], [9.9055, 10.9180, 11.9292], [10.1058, 12.3463, 13.0236], [10.0980, 8.8607, 13.7479], [11.6105, 8.6907, 14.6554], [11.7008, 8.7621, 12.8934], [10.1324, 10.8206, 15.5120], [11.1969, 12.2095, 15.2836], [11.7715, 10.7069, 15.9215]],
  "forces_ev_per_angstrom": [[0.1, -0.3, -0.4], [-0.2, -0.4, -1.7], [0.1, -0.8, 2.5], [0.4, -0.2, -0.9], [-1.7, 0.4, -0.6], [0.9, 0.8, 0.4], [0.0, -0.2, 0.7], [-0.5, 1.6, -0.8], [2.3, 1.4, -0.6], [0.5, -1.8, -0.1], [-1.1, 1.6, 0.1], [1.5, 0.8, -0.6], [-0.9, -2.0, 0.2], [-1.5, -2.0, 0.7], [1.1, 0.3, 0.2], [-2.6, -0.6, -0.2], [1.0, -0.4, -0.1], [1.0, -0.3, 0.4], [1.0, 0.2, 0.4], [-0.7, 0.8, -0.4], [0.6, -0.9, 0.3], [0.0, -0.4, 0.5], [-0.3, 0.0, 0.1], [-0.2, 0.3, -0.5], [0.2, 0.2, 0.6], [0.1, -0.2, 0.2], [0.0, 0.2, 0.2], [0.3, 0.3, -0.1], [-0.1, -0.5, 0.2], [0.0, -0.4, 0.1], [-0.1, 1.1, 0.1], [-0.1, 0.1, -0.1], [0.1, 0.1, -0.2], [-0.9, 0.3, -0.2], [-0.1, 0.1, -0.1], [0.2, -1.0, 0.2], [-1.1, 1.4, 0.7], [0.7, -0.3, -1.0], [0.2, 0.5, -0.9], [0.4, 0.5, 0.7], [-0.6, -0.2, -0.1], [-0.9, -0.7, 1.1], [-0.2, 1.0, 0.1], [0.6, 0.7, -1.7], [-0.1, -0.4, 1.0], [-0.2, -0.5, 0.8], [0.2, 0.1, -0.5], [0.2, -1.2, -0.2], [-0.4, 2.0, -0.3], [0.0, -1.4, 0.5], [1.5, -0.8, -1.0], [-0.7, 0.2, -0.1], [1.4, -1.2, 1.3], [0.8, 0.3, -0.2], [-1.1, 0.4, 0.6], [1.2, -0.4, -0.4], [0.4, -0.7, 0.2], [-1.6, -1.5, -1.2], [-0.2, -0.8, 0.4], [0.1, -0.5, -0.5], [1.7, 0.5, 0.1], [-1.0, 0.0, -0.7], [0.1, 0.1, 0.2], [-0.3, -1.9, 1.1], [1.2, -0.1, 0.5], [1.0, 1.7, -1.6], [-0.8, 0.0, 0.6], [-2.0, -0.3, -0.5], [0.3, 0.4, -0.4], [0.3, 1.0, -0.9], [1.7, -1.1, 0.6], [0.2, -0.1, -0.1], [-0.2, 0.1, 0.0], [-0.3, 0.7, 0.5], [0.2, -0.4, 0.6], [-0.6, 1.0, 0.2], [0.0, -0.1, -0.7], [0.7, 0.6, 0.4], [0.6, 0.1, 0.6], [-0.4, -0.2, -0.1], [0.0, -0.1, -0.5], [-1.2, 1.2, -0.4], [-1.0, -0.2, -0.4], [0.3, 0.1, -0.1], [0.1, -0.4, -0.2], [0.1, 0.2, 0.3], [0.2, 0.6, -0.7], [0.7, 1.2, 0.8], [-0.3, -0.3, 1.0], [0.1, 0.7, -0.1], [-0.4, 0.7, -0.1], [-0.2, -0.4, 0.2], [0.2, 0.6, -0.5], [-0.7, 0.2, -0.3], [-0.1, -0.8, 0.3], [0.1, -0.3, 0.1], [0.4, 0.4, 0.6], [1.1, -0.1, -0.1], [-0.3, 0.2, 0.8], [-0.5, -0.1, -0.6], [-0.5, 0.4, -0.1], [-0.8, -0.2, 0.2], [0.0, 0.2, 0.1], [1.5, -1.7, 0.7], [-0.9, 0.8, -2.0], [-1.0, 0.4, 0.0], [-1.6, -0.1, 0.2], [0.1, -0.2, 0.0], [0.3, 0.3, 0.6], [-0.2, 0.0, -0.5], [0.8, -0.1, 0.0], [0.3, 0.1, 0.7], [-0.4, -0.2, 0.2], [0.0, 0.3, -0.1], [-0.1, 0.6, 0.1], [0.7, -0.5, -0.4]]
}